Entry 1:
C4H10N2O2 | ωB97M-V/def2-TZVPD

Computed properties:
LUMO level: -2.80 eV
Energy: -418.20380 a.u.
HOMO: -9.06 eV
Kohn-Sham gap: 6.258 eV
Relative energy (zero: lowest compared OMol25 entry of this formula, charge and spin): 161.4 kcal/mol

```
! wB97M-V def2-TZVPD RIJCOSX def2/J DEFGRID3
* xyz 0 1
C 1.680 1.079 -0.380
O 2.748 0.352 -0.488
C 0.514 0.315 0.599
C -0.561 -0.556 0.049
C -1.897 -0.062 0.046
N -2.976 -0.956 -0.297
O -2.238 1.068 0.379
N 1.351 -0.196 1.697
H 1.751 2.064 0.195
H 1.049 1.363 -1.258
H 2.344 -0.150 1.518
H -0.014 1.197 0.988
H -0.217 -1.571 -0.090
H 1.167 -0.603 -2.496
H -2.858 -1.846 -0.785
H -3.854 -0.657 0.123
H 1.139 0.424 2.472
H 0.874 -1.266 -2.270
*
```

=====

Entry 2:
C4H10N2O2 | ωB97M-V/def2-TZVPD

Computed properties:
SMILES: CC(N)=O.CC(N)=O
LUMO level: 0.78 eV
Energy: -418.40416 a.u.
HOMO: -9.57 eV
Kohn-Sham gap: 10.352 eV
Relative energy (zero: lowest compared OMol25 entry of this formula, charge and spin): 35.6 kcal/mol

```
! wB97M-V def2-TZVPD RIJCOSX def2/J DEFGRID3
* xyz 0 1
C -0.940 -1.771 -0.606
C -2.078 -0.857 -0.240
N -2.600 -0.089 -1.342
O -2.627 -0.736 0.882
H -0.258 -1.369 -1.331
H -1.146 -2.813 -0.957
H -0.245 -1.896 0.350
H -3.523 0.307 -1.488
H -2.028 -0.247 -2.153
C 1.156 1.791 1.053
C 1.938 0.810 0.308
N 3.336 0.910 0.374
O 1.540 -0.230 -0.274
H 0.150 1.925 0.652
H 1.577 2.756 1.263
H 0.782 1.361 2.046
H 4.026 0.308 -0.120
H 3.755 1.810 0.569
*
```

=====

Entry 3:
C4H10N2O2 | ωB97M-V/def2-TZVPD

Computed properties:
SMILES: C=NC(=O)O.CNC
LUMO level: -0.17 eV
Energy: -418.36804 a.u.
HOMO: -8.57 eV
Kohn-Sham gap: 8.408 eV
Relative energy (zero: lowest compared OMol25 entry of this formula, charge and spin): 58.3 kcal/mol

```
! wB97M-V def2-TZVPD RIJCOSX def2/J DEFGRID3
* xyz 0 1
C 2.418 1.039 1.412
N 1.350 0.326 1.413
C 0.157 1.008 1.622
O -0.041 2.211 1.557
O -0.755 0.168 2.154
H 2.432 2.124 1.614
H 3.382 0.580 1.143
H -1.524 0.749 2.306
C -1.502 -1.630 -0.833
N -0.698 -0.421 -0.725
C -0.157 -0.013 -2.014
H -1.926 -1.876 0.145
H -2.335 -1.503 -1.531
H -0.889 -2.477 -1.156
H 0.105 -0.601 -0.061
H -0.945 0.116 -2.762
H 0.569 -0.748 -2.376
H 0.359 0.947 -1.907
*
```

=====

Entry 4:
C4H10N2O2 | ωB97M-V/def2-TZVPD

Computed properties:
SMILES: CO/C(C)=C(\N)ON
LUMO level: 0.87 eV
Energy: -418.27025 a.u.
HOMO: -8.05 eV
Kohn-Sham gap: 8.914 eV
Relative energy (zero: lowest compared OMol25 entry of this formula, charge and spin): 119.7 kcal/mol

```
! wB97M-V def2-TZVPD RIJCOSX def2/J DEFGRID3
* xyz 0 1
C 2.471 -0.508 -0.153
O 1.350 -0.989 0.566
C -0.003 -0.660 0.051
C -0.818 -1.872 -0.241
C -0.231 0.615 -0.225
N 0.423 1.782 0.026
O -1.690 0.738 -0.627
N -2.371 1.638 0.268
H 3.304 -1.201 0.011
H 2.799 0.466 0.228
H 2.289 -0.453 -1.233
H -1.313 -2.207 0.676
H -1.582 -1.683 -1.001
H -0.177 -2.681 -0.603
H -0.177 2.577 -0.197
H 0.950 1.764 0.891
H -3.277 1.176 0.375
H -1.945 1.499 1.187
*
```

=====

Entry 5:
C4H10N2O2 | ωB97M-V/def2-TZVPD

Computed properties:
LUMO level: 0.89 eV
Energy: -418.27422 a.u.
HOMO: -8.47 eV
Kohn-Sham gap: 9.360 eV
Relative energy (zero: lowest compared OMol25 entry of this formula, charge and spin): 117.2 kcal/mol

```
! wB97M-V def2-TZVPD RIJCOSX def2/J DEFGRID3
* xyz 0 1
C -0.185 -0.578 0.753
C 1.646 -2.268 -0.201
N -0.191 1.791 0.352
C -0.676 0.574 -0.066
N -0.738 3.000 -0.107
C -1.484 0.351 -1.115
O 1.384 -0.948 0.266
O 0.227 -0.353 1.995
H 1.316 -0.683 1.501
H 0.111 1.822 1.315
H -0.733 -1.509 0.554
H -1.756 2.946 -0.128
H -0.411 3.173 -1.052
H 2.726 -2.398 -0.267
H 1.228 -3.022 0.475
H 1.211 -2.391 -1.195
H -1.875 1.149 -1.729
H -1.799 -0.654 -1.351
*
```

=====

Entry 6:
C4H10N2O2 | ωB97M-V/def2-TZVPD

Computed properties:
SMILES: CC(N)=O.CC(N)=O
LUMO level: 0.57 eV
Energy: -418.42892 a.u.
HOMO: -9.11 eV
Kohn-Sham gap: 9.673 eV
Relative energy (zero: lowest compared OMol25 entry of this formula, charge and spin): 20.1 kcal/mol

```
! wB97M-V def2-TZVPD RIJCOSX def2/J DEFGRID3
* xyz 0 1
C 0.103 1.252 2.082
C -1.270 1.207 1.423
N -1.190 1.100 0.051
O -2.364 1.277 1.939
H 0.795 0.951 1.305
H 0.200 0.505 2.868
H 0.217 2.259 2.474
H -2.017 0.963 -0.500
H -0.330 1.386 -0.403
C 1.212 -1.404 -2.732
C 1.047 -1.082 -1.250
N 1.328 -2.131 -0.397
O 0.944 0.054 -0.842
H 0.619 -0.805 -3.408
H 0.887 -2.439 -2.882
H 2.287 -1.396 -2.900
H 0.899 -2.064 0.495
H 1.283 -3.030 -0.834
*
```

=====

Entry 7:
C4H10N2O2 | ωB97M-V/def2-TZVPD

Computed properties:
LUMO level: 0.50 eV
Energy: -418.31092 a.u.
HOMO: -9.24 eV
Kohn-Sham gap: 9.739 eV
Relative energy (zero: lowest compared OMol25 entry of this formula, charge and spin): 94.2 kcal/mol

```
! wB97M-V def2-TZVPD RIJCOSX def2/J DEFGRID3
* xyz 0 1
C 2.272 0.064 0.314
C -0.150 -1.692 0.321
C -1.624 -0.042 -0.887
C 0.643 0.440 -0.239
N 0.633 1.718 -0.512
N -0.305 -0.437 -0.288
O 2.864 1.128 0.233
O 2.451 -1.071 0.668
H -0.607 -1.767 1.379
H -0.660 -2.603 -0.251
H 0.939 -1.909 0.240
H -1.744 1.049 -1.129
H -1.634 -0.504 -2.034
H -2.408 -0.396 -0.223
H -1.243 0.522 1.574
H 1.593 2.169 -0.088
H -0.218 2.167 -0.884
H -0.803 1.164 1.805
*
```

=====

Entry 8:
C4H10N2O2 | ωB97M-V/def2-TZVPD

Computed properties:
SMILES: NCCNCC(=O)O
LUMO level: 0.72 eV
Energy: -418.30512 a.u.
HOMO: -8.62 eV
Kohn-Sham gap: 9.338 eV
Relative energy (zero: lowest compared OMol25 entry of this formula, charge and spin): 97.8 kcal/mol

```
! wB97M-V def2-TZVPD RIJCOSX def2/J DEFGRID3
* xyz 0 1
N -2.654 1.054 -1.166
C -1.859 0.728 0.094
C -0.388 0.704 -0.331
N 0.239 0.293 0.930
C 0.894 -0.991 0.966
C 2.198 -1.308 0.102
O 2.773 -2.322 -0.196
O 2.966 -0.269 -0.328
H -3.553 1.133 -0.933
H -1.979 1.253 -1.954
H -2.117 -0.326 0.549
H -2.348 1.299 0.964
H -0.248 -0.053 -1.179
H -0.026 1.602 -0.639
H 0.793 1.140 1.243
H 0.148 -1.807 0.697
H 1.358 -1.352 1.966
H 3.802 -0.779 -0.784
*
```

=====

Entry 9:
C4H10N2O2 | ωB97M-V/def2-TZVPD

Computed properties:
LUMO level (spin up / spin down): -3.81 / -9.15 eV
Energy: -418.03025 a.u.
HOMO (spin up / spin down): -14.63 / -14.59 eV
Kohn-Sham gap (spin up / spin down): 10.821 / 5.440 eV
Relative energy (zero: lowest compared OMol25 entry of this formula, charge and spin): 67.5 kcal/mol

```
! wB97M-V def2-TZVPD RIJCOSX def2/J DEFGRID3
* xyz 1 2
O -0.466 -1.871 -0.161
C -0.346 -0.750 0.303
N -0.479 0.394 -0.399
C -1.333 0.154 -1.641
N -2.154 1.224 -1.976
C 0.452 -0.544 1.595
C 1.918 -0.736 1.251
O 2.706 0.466 1.192
H -0.281 1.340 -0.113
H -1.985 -0.818 -1.584
H -0.545 -0.110 -2.388
H -1.759 2.101 -2.314
H -2.812 1.312 -1.213
H 0.168 0.402 2.066
H 0.086 -1.350 2.262
H 1.996 -1.264 0.296
H 2.474 -1.207 2.061
H 2.361 1.259 0.761
*
```

=====

Entry 10:
C4H10N2O2 | ωB97M-V/def2-TZVPD

Computed properties:
LUMO level (spin up / spin down): -4.61 / -8.40 eV
Energy: -418.09364 a.u.
HOMO (spin up / spin down): -13.13 / -13.13 eV
Kohn-Sham gap (spin up / spin down): 8.525 / 4.737 eV
Relative energy (zero: lowest compared OMol25 entry of this formula, charge and spin): 27.8 kcal/mol

```
! wB97M-V def2-TZVPD RIJCOSX def2/J DEFGRID3
* xyz 1 2
C -0.008 -2.304 -1.717
C -0.716 -1.016 -1.686
C -0.074 0.201 -1.795
O -0.789 1.287 -1.724
H -0.417 -2.942 -2.508
H 1.060 -2.193 -1.902
H -0.139 -2.844 -0.773
H -1.789 -1.025 -1.522
H 0.989 0.328 -1.952
H -0.194 2.035 -1.542
N 1.244 1.257 1.481
C 0.335 1.371 2.549
N -0.787 0.571 2.354
O 0.524 2.069 3.494
H 1.247 0.317 1.110
H 2.164 1.570 1.755
H -1.559 0.733 2.990
H -1.093 0.585 1.387
*
```

=====

Entry 11:
C4H10N2O3S | ωB97M-V/def2-TZVPD

Computed properties:
SMILES: NC(=O)C[C@H](N)C(=O)O.S
LUMO level: 0.66 eV
Energy: -891.85991 a.u.
HOMO: -9.31 eV
Kohn-Sham gap: 9.963 eV
Relative energy (zero: lowest compared OMol25 entry of this formula, charge and spin): 0.0 kcal/mol

```
! wB97M-V def2-TZVPD RIJCOSX def2/J DEFGRID3
* xyz 0 1
N -1.056 3.073 0.483
C -0.217 2.183 1.085
O 0.912 2.508 1.432
C -0.767 0.790 1.267
C -0.754 0.026 -0.051
N -1.558 -1.217 0.091
C 0.687 -0.341 -0.419
O 1.267 -1.371 -0.111
O 1.298 0.605 -1.154
H -0.732 4.031 0.423
H -2.051 2.905 0.408
H -1.788 0.879 1.658
H -0.172 0.284 2.037
H -1.189 0.609 -0.870
H -1.517 -1.726 -0.794
H -1.071 -1.828 0.752
H 2.220 0.288 -1.253
S 2.181 -3.290 -1.584
H 1.210 -4.206 -1.456
H 3.095 -4.202 -1.947
*
```

=====

Entry 12:
C4H10N2O4S2 | ωB97M-V/def2-TZVPD

Computed properties:
LUMO level: 0.57 eV
Energy: -1365.14415 a.u.
HOMO: -8.87 eV
Kohn-Sham gap: 9.443 eV
Relative energy (zero: lowest compared OMol25 entry of this formula, charge and spin): 17.4 kcal/mol

```
! wB97M-V def2-TZVPD RIJCOSX def2/J DEFGRID3
* xyz 0 1
C 1.115 -1.125 -0.256
C 0.721 2.052 1.468
C -2.159 -0.746 -1.539
C 0.462 0.045 -0.864
N 3.245 0.725 -3.342
N 2.154 0.602 -3.307
O 2.392 1.766 -0.743
O 0.087 2.554 -1.124
O -1.769 1.456 -0.174
O -1.311 -0.705 1.027
S 1.034 1.579 -0.314
S -1.277 0.089 -0.229
H 2.184 -1.422 -0.560
H 0.634 -2.007 -0.506
H 1.013 -1.157 0.880
H -0.062 1.327 1.537
H 1.561 1.686 2.078
H 0.509 3.116 1.541
H -2.308 0.071 -2.231
H -1.315 -1.366 -2.008
H -3.068 -1.227 -1.223
H -0.815 2.285 -0.985
*
```